Entry from OMol25: a cluster of 4 separate species, C13H41N7O4P in total in a non-equilibrium geometry (ωB97M-V/def2-TZVPD).

Last column: Mulliken charge in e.
Atoms and positions in Å:
P1 -4.532 -2.281 1.347  0.2092
O1 5.960 -1.773 -0.667  -0.3870
O2 -0.437 -1.731 -3.130  -0.4699
O3 -2.254 5.620 2.632  -0.3845
O4 -4.027 -0.980 2.145  -0.4150
N1 -1.921 -4.746 1.718  -0.3904
N2 -2.987 -2.971 0.606  -0.0032
N3 -2.379 -0.399 -1.476  -0.6369
N4 -1.513 -2.479 2.314  -0.3330
N5 -4.969 -3.446 2.485  -0.4441
N6 -1.545 3.870 0.453  -0.5243
N7 3.370 -1.061 -1.711  -0.5284
C1 -0.596 1.215 -1.868  -1.3468
C2 -1.324 5.317 0.349  0.2617
C3 0.101 -0.951 -4.186  -0.6147
C4 3.092 -3.191 -0.562  -1.4055
C5 -2.231 6.105 1.304  -0.7234
C6 0.163 5.604 0.531  -1.4580
C7 3.809 -2.461 -1.695  0.3135
C8 -0.941 -0.149 -1.285  0.5619
C9 -2.156 -3.401 1.538  -0.0481
C10 5.968 -2.297 0.647  -0.6363
C11 5.338 -2.583 -1.642  -0.7646
C12 -1.178 6.043 3.450  -0.6449
C13 -0.086 -1.299 -1.830  0.2740
H1 5.649 -3.629 -1.527  0.4379
H2 -1.021 2.007 -1.251  0.1693
H3 0.484 1.364 -1.904  0.3237
H4 -3.258 6.011 0.944  0.3497
H5 -0.819 -2.973 2.862  0.3143
H6 3.763 -0.603 -2.528  0.2726
H7 2.035 -3.310 -0.805  0.2333
H8 -0.326 5.364 3.370  0.2275
H9 3.514 -4.184 -0.403  0.3792
H10 5.067 -2.008 1.196  0.2177
H11 1.095 -0.573 -3.937  0.2240
H12 0.983 -1.062 -1.776  0.0409
H13 -2.121 -2.018 2.996  0.3429
H14 3.820 -0.592 -0.929  0.2487
H15 -0.249 -2.172 -1.183  -0.1011
H16 -5.249 -3.092 3.391  0.2666
H17 5.733 -2.238 -2.600  0.3649
H18 6.067 -3.386 0.647  0.2985
H19 -0.748 -0.097 -0.206  0.3562
H20 -1.468 3.624 1.436  0.2525
H21 0.179 -1.594 -5.062  0.2799
H22 0.574 5.101 1.406  0.3082
H23 -0.862 7.061 3.205  0.3044
H24 6.824 -1.869 1.166  0.2647
H25 -1.524 6.026 4.483  0.2608
H26 -3.241 -0.645 1.688  0.3681
H27 3.486 -2.924 -2.632  0.3720
H28 -2.516 3.670 0.225  0.2671
H29 -2.626 -5.290 2.182  0.1999
H30 -1.986 7.174 1.291  0.4326
H31 3.148 -2.641 0.378  0.3122
H32 -0.991 1.345 -2.875  0.2729
H33 0.723 5.249 -0.334  0.3370
H34 -2.522 -0.617 -2.459  0.3364
H35 -0.559 -0.119 -4.440  0.2455
H36 -1.591 5.624 -0.666  0.3563
H37 -5.644 -4.089 2.101  0.2804
H38 -3.239 -3.737 -0.010  0.3657
H39 -1.041 -5.148 1.457  0.2240
H40 -2.619 -1.259 -0.998  0.1749
H41 0.350 6.674 0.634  0.3567

Forces on atoms 1 to 6 (eV/Å):
-2.63 0.23 -2.56
-0.04 -0.06 0.08
-0.03 0.02 0.00
0.10 0.04 0.02
0.82 -1.00 0.72
0.55 0.39 -0.72

Computed properties:
HOMO energy: -10.88 eV
Total charge: +1
Orbital gap: 6.341 eV
DFT total energy: -42047.863 eV

***

Entry from OMol25: a structure of composition C18H9FO12V2 in a non-equilibrium geometry (ωB97M-V/def2-TZVPD).

Last column: Mulliken charge in e.
Atoms and positions in Å:
V1 -0.906 -1.267 0.960  1.6599
V2 -4.541 -1.685 -0.053  1.5250
F1 1.187 0.223 2.211  -0.2971
O1 -4.274 -2.752 1.118  -0.5599
O2 -1.633 0.598 1.507  -1.1086
O3 0.659 -2.659 -2.977  -0.7552
O4 -2.179 -1.807 0.118  -0.4785
O5 -3.962 4.114 -1.761  -0.6511
O6 1.263 2.683 -2.805  -0.6764
O7 -6.116 -1.548 -0.198  -0.6210
O8 -0.247 -2.348 1.852  -0.6394
O9 0.521 -1.263 -0.541  -0.8310
O10 -1.447 4.728 -0.518  -0.6674
O11 1.753 1.234 -5.192  -0.7728
O12 -3.940 0.111 0.577  -0.6984
C1 0.919 0.761 -1.638  0.0899
C2 -1.547 2.858 0.731  -0.5613
C3 -4.116 2.216 -0.528  -0.7677
C4 -2.127 1.597 0.901  0.8443
C5 -2.127 3.736 -0.220  0.5986
C6 4.309 -2.398 2.702  -0.4136
C7 0.978 -1.463 -2.991  0.3151
C8 1.356 -0.744 -4.135  -0.7381
C9 1.180 1.450 -2.846  0.2251
C10 4.137 -1.741 1.495  -0.7375
C11 3.307 -2.318 3.701  -0.4844
C12 2.197 -0.647 2.363  0.3389
C13 2.291 -1.398 3.543  -0.3071
C14 -3.545 1.310 0.348  0.4258
C15 -3.467 3.425 -0.867  0.2728
C16 3.105 -0.826 1.352  0.0465
C17 1.457 0.649 -4.116  0.4099
C18 0.762 -0.638 -1.629  0.2915
H1 -5.067 2.000 -0.996  0.4707
H2 5.161 -3.035 2.902  0.3535
H3 0.862 1.260 -0.679  0.5490
H4 4.934 -1.765 0.763  0.3496
H5 3.443 -2.938 4.575  0.3617
H6 1.586 -1.249 -5.059  0.4020
H7 1.564 -1.277 4.337  0.3839
H8 -0.629 3.074 1.251  0.4461
H9 2.940 -0.259 0.442  0.4066

Forces on atoms 1 to 6 (eV/Å):
0.44 2.94 -4.30
1.63 1.07 4.06
-0.09 0.05 0.05
-1.36 1.29 -1.67
2.19 -2.51 1.00
0.33 -0.24 0.42

Computed properties:
HOMO energy: -1.51 eV
Total charge: -2
Orbital gap: 3.769 eV
Relative energy (zero: lowest compared OMol25 entry of this formula, charge and spin): 0.0 kJ/mol
DFT total energy: -97475.047 eV

***

Entry from OMol25: a cluster of 2 separate species, C4H6N2O in total in a non-equilibrium geometry (ωB97M-V/def2-TZVPD).

Last column: Mulliken charge in e.
Atoms and positions in Å:
O1 -0.768 1.119 0.471  -0.3609
N1 0.850 -1.671 -0.997  -0.5929
N2 -1.158 -1.061 -0.278  -0.0679
C1 0.222 1.969 0.912  -0.6958
C2 -0.304 -0.028 -0.019  0.4416
C3 0.930 -0.403 -0.468  -0.1268
C4 -0.397 -2.026 -0.877  -0.2482
H1 -0.829 -2.948 -1.236  0.3789
H2 1.776 0.225 -0.705  0.3136
H3 1.231 1.982 0.538  0.2642
H4 0.826 0.888 2.048  0.2312
H5 -0.192 2.971 0.559  0.2711
H6 -2.135 -1.112 -0.035  0.1920

Forces on atoms 1 to 6 (eV/Å):
-0.03 -0.07 -0.96
-0.31 -0.19 -0.17
0.07 -0.12 0.12
0.73 -0.89 1.18
0.12 -0.26 -0.42
0.02 0.16 -0.40

Computed properties:
HOMO energy: -8.50 eV
Total charge: 0
Orbital gap: 8.752 eV
Relative energy (zero: lowest compared OMol25 entry of this formula, charge and spin): 458.5 kJ/mol
DFT total energy: -9268.749 eV

***

Entry from OMol25: an isolated molecule of C10H10FNO in a non-equilibrium geometry (ωB97M-V/def2-TZVPD).

Last column: Mulliken charge in e.
Atoms and positions in Å:
F1 1.141 -1.799 1.041  -0.3775
O1 0.689 -0.532 2.794  -0.4383
N1 1.811 1.213 -0.510  -0.5873
C1 -0.678 -0.268 0.681  -0.6778
C2 -1.578 0.097 -1.520  -0.6199
C3 0.560 1.491 -2.436  -0.2288
C4 -0.512 0.350 -0.680  0.4823
C5 0.329 -1.786 3.420  -0.6935
C6 0.589 -0.513 1.447  0.4765
C7 0.604 1.059 -1.172  0.2829
C8 -1.636 0.639 -2.777  -0.5769
C9 -0.583 1.404 -3.161  -0.6440
C10 1.993 0.777 0.640  -0.0256
H1 -2.337 -0.525 -1.066  0.3565
H2 -1.159 0.450 1.286  0.2825
H3 2.830 0.963 1.312  0.3874
H4 1.430 1.859 -2.930  0.4506
H5 0.306 -1.582 4.510  0.2453
H6 -2.593 0.587 -3.392  0.2825
H7 1.072 -2.525 2.948  0.2753
H8 -1.125 -1.205 0.675  0.5262
H9 -0.610 2.007 -3.948  0.5377
H10 -0.542 -2.159 2.835  0.2839

Forces on atoms 1 to 6 (eV/Å):
-0.51 1.26 -0.68
-0.51 1.21 0.13
1.21 0.57 1.34
2.67 1.25 0.87
0.09 -0.37 0.97
0.45 0.59 -1.07

Computed properties:
HOMO energy: -8.45 eV
Total charge: 0
Orbital gap: 9.088 eV
Relative energy (zero: lowest compared OMol25 entry of this formula, charge and spin): 301.7 kJ/mol
DFT total energy: -16783.441 eV

***

Entry from OMol25: a cluster of 3 separate species, H6O3 in total in a non-equilibrium geometry (ωB97M-V/def2-TZVPD).

Last column: Mulliken charge in e.
Atoms and positions in Å:
O1 2.631 0.422 -0.786  -0.6543
O2 -2.085 0.621 1.089  -0.6576
O3 0.259 -0.574 -0.356  -0.6769
H1 -0.087 -1.400 -0.276  0.2901
H2 -2.420 1.377 0.657  0.3204
H3 3.219 -0.375 -1.113  0.3192
H4 1.900 -0.129 -0.418  0.3717
H5 -2.928 0.176 0.985  0.3208
H6 -0.493 -0.121 0.221  0.3667

Forces on atoms 1 to 6 (eV/Å):
1.76 -3.34 -0.69
-0.29 -1.06 0.28
-1.88 4.47 1.84
-1.00 -4.33 -0.10
0.48 2.41 -0.86
-1.35 2.69 0.78

Computed properties:
HOMO energy: -10.20 eV
Total charge: 0
Orbital gap: 10.550 eV
Relative energy (zero: lowest compared OMol25 entry of this formula, charge and spin): 101.9 kJ/mol
SMILES string: O.O.O
DFT total energy: -6239.197 eV

***

Entry from OMol25: a structure of composition C35H39FNO6PtTe in a non-equilibrium geometry (ωB97M-V/def2-TZVPD).

Last column: Mulliken charge in e.
Atoms and positions in Å:
Pt1 -1.166 2.341 1.104  2.1310
Te1 -0.918 -0.406 -1.641  0.2630
F1 2.725 -0.830 -3.520  -0.4874
O1 -4.992 2.197 2.996  -0.8350
O2 -2.265 1.574 -2.812  -0.7730
O3 -2.779 5.839 3.132  -0.8404
O4 -3.179 1.843 1.737  -0.8081
O5 -0.605 2.161 3.595  -0.4247
O6 -1.535 4.412 1.938  -0.7135
N1 -1.425 1.531 -0.701  -0.5901
C1 2.127 -0.971 -1.213  0.3539
C2 -2.196 4.759 2.971  -0.0475
C3 1.487 2.063 -1.585  -0.6165
C4 4.144 0.646 -0.541  -2.5625
C5 0.837 -0.725 -0.329  0.6232
C6 1.652 0.472 0.327  0.2601
C7 -3.770 2.168 2.821  -0.1577
C8 -1.711 1.444 4.170  0.0407
C9 2.103 -0.180 -2.481  0.1959
C10 -0.444 -3.478 -2.743  1.3202
C11 -2.092 2.120 -1.677  1.0110
C12 -0.602 -4.195 -5.060  0.8627
C13 2.867 -2.298 1.401  1.0094
C14 -2.894 2.427 4.068  0.3019
C15 -0.446 -3.874 -1.287  -1.2102
C16 1.410 -2.335 1.541  -0.2979
C17 -0.615 2.730 5.845  -1.0704
C18 1.368 1.827 -0.268  -0.1372
C19 -2.658 3.514 -1.489  -1.1867
C20 3.529 -1.322 0.781  -1.6010
C21 -0.382 -2.135 -3.134  -0.6319
C22 -0.871 -1.492 1.425  -1.4024
C23 0.505 -1.643 0.838  -0.3014
C24 -0.714 3.325 4.426  0.1064
C25 -0.550 -4.484 -3.702  -0.8228
C26 -0.441 -1.832 -4.501  1.3707
C27 -0.383 -0.410 -5.023  -1.6728
C28 0.806 2.795 0.679  -1.7228
C29 1.904 1.119 -2.616  -0.9514
C30 -0.765 -5.296 -6.078  -1.5568
C31 -1.260 1.333 5.633  -1.0643
C32 2.981 -0.239 -0.117  2.2601
C33 -0.538 -2.863 -5.440  -0.9535
C34 3.619 -3.409 2.089  -1.8630
C35 -2.155 3.804 4.177  -0.2254
H1 -0.873 -0.338 -5.996  0.4957
H2 1.241 2.703 1.679  0.4643
H3 -1.444 -3.730 -0.859  0.2926
H4 -3.726 3.494 -1.705  0.3410
H5 -0.999 -2.140 2.294  0.6732
H6 -1.166 3.342 6.562  0.3815
H7 1.043 -2.937 2.369  0.2936
H8 -0.521 0.538 5.741  0.3147
H9 3.436 -4.362 1.582  0.3158
H10 4.615 -1.402 0.759  0.1684
H11 -2.497 3.897 -0.484  0.2082
H12 0.247 -3.270 -0.704  -0.0068
H13 -3.563 2.306 4.917  0.5401
H14 -2.168 4.168 -2.213  0.2525
H15 -2.534 4.385 5.015  0.4156
H16 0.660 -0.097 -5.139  0.1600
H17 1.512 0.500 1.407  1.0756
H18 3.286 -3.525 3.125  0.3532
H19 -1.854 0.500 3.652  0.3170
H20 -1.768 -5.729 -6.026  0.2949
H21 4.924 0.039 -1.013  0.4841
H22 -0.175 -4.925 -1.167  0.3903
H23 2.039 1.500 -3.624  0.3332
H24 3.842 1.421 -1.234  0.3927
H25 0.421 2.656 6.180  0.3571
H26 4.568 1.129 0.346  0.4480
H27 1.237 3.065 -1.919  0.3061
H28 0.057 4.044 4.168  0.5701
H29 -0.866 0.293 -4.345  0.1825
H30 -1.659 -1.686 0.702  0.0488
H31 -0.998 -0.446 1.732  -0.3153
H32 -0.608 -5.520 -3.374  0.2975
H33 -0.050 -6.104 -5.905  0.3472
H34 -0.580 -2.611 -6.498  0.2590
H35 -2.092 1.132 6.310  0.4272
H36 2.401 -2.007 -1.412  0.2206
H37 4.694 -3.223 2.089  0.3968
H38 -0.614 -4.917 -7.090  0.3494
H39 0.818 3.832 0.339  0.5720

Forces on atoms 1 to 6 (eV/Å):
0.09 -0.21 -0.39
-0.39 -0.46 0.75
-0.35 -0.24 -0.11
0.09 0.00 -0.11
0.06 0.16 0.20
0.02 -0.09 -0.05

Computed properties:
Multiplicity: 2
HOMO energy (spin up / spin down): -1.41 / -1.51 eV
Total charge: -2
Orbital gap (spin up / spin down): 5.497 / 5.589 eV
Relative energy (zero: lowest compared OMol25 entry of this formula, charge and spin): 429.1 kJ/mol
DFT total energy: -63958.288 eV

***

Entry from OMol25: an isolated molecule of C4H8O2 (ωB97M-V/def2-TZVPD).

Last column: Mulliken charge in e.
Atoms and positions in Å:
O1 -1.789 0.500 -1.200  -0.5520
O2 0.773 1.435 -0.620  -0.5613
C1 -1.162 -0.631 -0.644  -0.5620
C2 1.063 -0.666 0.728  -0.8486
C3 0.626 0.760 0.604  0.1360
C4 -0.406 -0.323 0.642  0.0043
H1 -0.987 -0.389 1.558  0.3387
H2 1.684 1.347 -0.919  0.2934
H3 -0.478 -1.106 -1.367  0.2236
H4 1.501 -1.125 -0.156  0.2568
H5 1.489 -1.000 1.670  0.2611
H6 0.724 1.404 1.477  0.3100
H7 -1.958 -1.353 -0.437  0.3451
H8 -1.079 1.146 -1.335  0.3550

Forces on atoms 1 to 6 (eV/Å):
0.07 0.25 -0.05
0.25 -0.03 -0.15
0.12 -0.37 0.15
0.17 -0.13 0.01
-0.04 -0.03 0.26
-0.19 0.00 0.04

Computed properties:
HOMO energy: -10.03 eV
Total charge: 0
Orbital gap: 10.824 eV
Relative energy (zero: lowest compared OMol25 entry of this formula, charge and spin): 182.6 kJ/mol
SMILES string: OC[C@H]1C[C@H]1O
DFT total energy: -8371.389 eV

***

Entry from OMol25: a structure of composition C10H10ClCoF5OTe in a non-equilibrium geometry (ωB97M-V/def2-TZVPD).

Last column: Mulliken charge in e.
Atoms and positions in Å:
Te1 1.462 -3.802 1.804  2.0645
Co1 -0.377 -1.366 0.466  0.7459
Cl1 -1.532 -1.915 -1.223  -0.5332
F1 1.544 -5.473 2.756  -0.4233
F2 1.547 -2.939 3.525  -0.4487
F3 1.236 -4.844 0.229  -0.4159
F4 3.366 -3.836 1.670  -0.4299
F5 -0.439 -3.927 2.012  -0.4482
O1 1.294 -2.214 0.847  -0.7793
C1 -2.114 0.317 1.314  -0.4076
C2 0.712 2.239 -3.973  -0.5241
C3 -0.842 0.905 1.594  -0.4399
C4 -2.171 -0.951 1.984  -0.6407
C5 -0.456 3.918 -2.880  -0.5422
C6 -0.118 0.010 2.453  -0.5944
C7 0.906 3.967 -2.439  -0.5297
C8 -0.577 2.850 -3.828  -0.5166
C9 1.628 2.931 -3.115  -0.5565
C10 -0.962 -1.114 2.744  -0.3408
H1 0.954 1.406 -4.629  0.3447
H2 -0.763 -1.879 3.482  0.4378
H3 -3.024 -1.627 1.997  0.3398
H4 2.689 2.716 -3.006  0.3469
H5 -1.484 2.563 -4.356  0.3372
H6 -2.932 0.782 0.774  0.4308
H7 -1.255 4.584 -2.562  0.3411
H8 -0.503 1.878 1.259  0.4509
H9 1.321 4.677 -1.728  0.3452
H10 0.891 0.142 2.828  0.3862

Forces on atoms 1 to 6 (eV/Å):
-1.34 1.50 -0.84
-0.96 1.34 1.95
-0.50 -0.53 -1.29
0.19 1.37 -0.71
0.24 -0.96 -1.05
0.53 0.06 0.96

Computed properties:
Multiplicity: 4
HOMO energy (spin up / spin down): -0.39 / -0.39 eV
Total charge: -2
Orbital gap (spin up / spin down): 3.698 / 3.688 eV
Relative energy (zero: lowest compared OMol25 entry of this formula, charge and spin): 0.0 kJ/mol
DFT total energy: -83610.867 eV